14
Properties=species:S:1:pos:R:3:forces:R:3 method="wB97M-V/def2-TZVPD" lumo_energy_ev="-0.57 / -0.56" homo_ev="-8.08 / -8.08" multiplicity=1 e_above_lowest_kj_mol=377.5
C -2.124482 0.229399 0.014914 -0.3 0.0 0.1
C -0.787712 -0.421196 0.291040 0.2 0.0 -0.1
C -0.692476 -1.800168 0.158225 0.3 0.4 -0.3
O 1.454650 -1.210923 -0.697469 -0.2 0.0 0.5
C 1.491764 -0.105650 -0.116716 -0.1 -0.1 0.1
N 2.596348 0.705304 -0.054935 0.1 -0.2 0.0
C 0.279885 0.412546 0.445389 -0.1 0.2 -0.1
H -2.181836 1.199835 0.510144 -0.1 -0.1 0.0
H -3.010208 -0.366199 0.232835 0.1 0.0 0.1
H -2.082286 0.405042 -1.068455 -0.2 0.0 0.2
H -1.233374 -2.291501 -0.659719 0.5 0.2 -0.2
H 3.455256 0.450133 -0.513089 -0.1 -0.3 0.1
H 2.670554 1.347261 0.719406 -0.1 -0.1 -0.2
H 0.163914 1.446123 0.738435 0.0 0.1 -0.2



14
Properties=species:S:1:pos:R:3:forces:R:3 method="wB97M-V/def2-TZVPD" lumo_energy_ev=0.66 homo_ev=-7.86 smiles="C[N@H+]1C2=C([O-])C[C@@H]21" multiplicity=1 e_above_lowest_kj_mol=430.6
C -1.864490 -0.529462 0.694284 -0.1 0.0 0.1
C -0.327819 0.933465 -0.665222 0.1 0.0 -0.1
N -0.541151 -0.415963 0.081243 0.0 -0.1 -0.1
C 0.480660 0.512325 0.571932 0.0 0.0 0.3
C 1.769935 0.229036 -0.177592 0.1 0.0 0.0
C 0.917967 0.498948 -1.451577 0.2 0.1 -0.6
O 1.176529 0.442049 -2.622959 -0.1 0.0 0.6
H -2.609780 -0.374642 -0.083975 0.0 -0.1 0.1
H -1.976594 0.261268 1.435037 0.0 -0.1 -0.1
H -1.977992 -1.510944 1.159633 0.0 0.1 0.0
H -0.191949 -1.293403 -0.295608 0.0 0.1 -0.1
H 0.376229 0.851631 1.599881 0.0 0.0 -0.2
H 2.287803 -0.729446 -0.048275 -0.1 0.1 0.0
H 2.490972 1.043432 -0.051360 -0.1 -0.1 0.0



14
Properties=species:S:1:pos:R:3:forces:R:3 method="wB97M-V/def2-TZVPD" lumo_energy_ev="0.55 / 0.51" homo_ev="-7.40 / -7.28" multiplicity=1 e_above_lowest_kj_mol=581.3
C -2.006581 -0.094109 -0.034545 -0.1 0.0 0.0
C -0.541884 -0.111421 0.266701 -0.1 0.0 -0.3
N 0.023852 -1.086260 1.267494 0.0 -0.1 0.1
C 0.087235 0.244030 1.615978 0.1 0.1 0.2
C 1.790829 0.441695 -0.957553 0.4 0.1 -0.2
C 0.443839 0.068209 -0.683596 -0.1 0.0 0.4
O 0.642479 0.513294 -1.920707 0.2 -0.1 -0.1
H -2.298660 0.889190 -0.415496 0.0 -0.1 0.1
H -2.551880 -0.290368 0.889505 0.1 0.0 -0.1
H -2.265318 -0.853245 -0.777990 0.0 0.1 0.1
H 0.882679 -1.562247 0.936007 -0.1 0.2 0.1
H 1.084838 0.712290 1.655566 -0.2 -0.1 0.0
H 2.560343 -0.315379 -1.106314 -0.2 0.1 -0.4
H 2.148233 1.444326 -0.735056 -0.1 -0.2 0.2



14
Properties=species:S:1:pos:R:3:forces:R:3 method="wB97M-V/def2-TZVPD" lumo_energy_ev=0.57 homo_ev=-10.28 smiles="CC(=O)[C@@H](C)C#N" multiplicity=1 e_above_lowest_kj_mol=54.8
C 1.693781 0.853478 -0.310302 0.1 0.0 0.0
C 0.701106 -0.254256 0.073599 0.0 0.0 -0.1
C 0.531537 -0.513448 1.509290 -0.2 -0.2 1.0
N 0.343830 -0.795632 2.616690 0.3 0.4 -1.2
C -0.647812 0.025950 -0.642553 -0.2 0.1 -0.4
O -0.611038 0.593826 -1.708903 0.0 -0.2 0.3
C -1.964405 -0.431578 -0.064368 0.0 0.0 0.1
H 1.359108 1.832554 0.042489 0.0 -0.2 0.1
H 2.702547 0.653830 0.055563 -0.2 0.0 0.1
H 1.713312 0.902698 -1.399393 0.1 0.0 0.1
H 1.073809 -1.203858 -0.336269 -0.1 0.1 -0.1
H -2.748529 0.167591 -0.534834 0.1 -0.2 0.1
H -2.016110 -0.346616 1.022830 0.1 0.0 -0.1
H -2.131136 -1.484540 -0.323839 0.1 0.1 0.0



14
Properties=species:S:1:pos:R:3:forces:R:3 method="wB97M-V/def2-TZVPD" lumo_energy_ev=0.78 homo_ev=-8.50 multiplicity=1 e_above_lowest_kj_mol=423.5
C -1.497174 -0.867771 0.318459 0.2 0.9 0.2
C -0.674690 0.415503 -0.527320 0.7 0.0 -0.4
C 0.379864 1.315213 0.034745 0.0 0.1 0.0
O 1.205375 0.646273 0.977362 0.1 -0.1 0.0
C 1.553057 -0.621954 0.631978 0.0 -0.3 -0.1
N 0.926637 -1.429738 -0.110538 0.1 0.2 0.3
C -0.352942 -1.019707 -0.652272 0.1 0.2 -0.4
H -1.091230 -0.917146 1.333356 0.1 0.3 -0.1
H -1.875074 0.255146 0.188649 -1.0 -1.0 0.0
H -1.224234 0.825403 -1.379067 -0.1 0.0 0.4
H -0.017550 2.196648 0.545703 0.0 -0.2 -0.1
H 0.994635 1.650345 -0.813598 0.0 0.1 0.1
H 2.492502 -0.901271 1.108366 -0.2 0.0 -0.1
H -0.541429 -1.499385 -1.606825 0.0 -0.1 0.1



14
Properties=species:S:1:pos:R:3:forces:R:3 method="wB97M-V/def2-TZVPD" lumo_energy_ev=-0.03 homo_ev=-8.52 smiles="O=C1C[C@@H]2N[C@H]2C1" multiplicity=1 e_above_lowest_kj_mol=702.2
C 1.448444 0.090909 0.232252 5.2 -4.5 -4.7
C 0.512397 1.333781 0.255969 1.6 2.6 -2.2
C -0.700035 0.712329 -0.349334 0.3 -1.1 -2.6
C -0.803344 -0.567483 0.577706 -2.6 1.6 -1.4
C 0.320921 -1.157456 -0.119521 2.2 -3.3 2.3
H 0.324196 1.713784 1.226563 0.3 0.8 1.0
H 1.055552 2.076383 -0.530801 -1.3 -1.2 2.3
H -0.364861 0.411603 -1.409506 -0.6 0.6 1.5
H -2.638758 -0.542709 -0.755434 3.2 3.3 1.9
H -0.617507 -0.576060 1.712178 -0.8 0.7 -1.8
H 0.403125 -2.079336 0.549717 1.6 0.6 -1.4
H 0.320860 -1.441444 -1.214697 -0.1 0.5 1.5
N -1.961724 0.158562 -0.050637 -2.1 -2.9 1.0
O 2.700738 -0.132866 -0.124457 -6.8 2.4 2.8



14
Properties=species:S:1:pos:R:3:forces:R:3 method="wB97M-V/def2-TZVPD" lumo_energy_ev=0.99 homo_ev=-7.66 smiles=Cc1occc1N multiplicity=1 e_above_lowest_kj_mol=171.1
C -0.102765 1.119056 -1.424826 0.1 0.2 -0.3
C 0.652076 0.546482 -0.259640 -0.4 -0.2 0.0
C 0.232382 -0.699061 0.152942 0.0 0.1 0.0
N 0.159984 -1.790500 -0.706045 0.0 -0.1 0.1
C -0.310626 -0.553227 1.458262 0.1 0.0 0.1
C -0.017118 0.728757 1.823331 -0.1 -0.1 0.2
O 0.582769 1.400060 0.839680 -0.4 0.1 0.0
H -0.015252 0.508933 -2.323736 0.2 0.2 0.0
H -1.166095 1.076766 -1.119419 0.2 0.2 -0.2
H 0.143259 2.160279 -1.621015 0.2 -0.1 -0.2
H -0.005832 -2.669394 -0.238801 0.0 0.0 0.0
H 0.980966 -1.859631 -1.294477 -0.2 0.0 0.0
H -0.979540 -1.233869 1.962754 0.4 -0.1 0.3
H -0.154208 1.265350 2.750990 0.0 -0.1 0.0



14
Properties=species:S:1:pos:R:3:forces:R:3 method="wB97M-V/def2-TZVPD" lumo_energy_ev=0.75 homo_ev=-9.32 multiplicity=1 e_above_lowest_kj_mol=289.2
O 0.283361 -0.338126 2.340162 -0.6 -0.4 -0.4
C -0.483457 -0.914524 1.599275 0.2 0.1 0.1
C -0.234607 -1.154582 0.122118 0.2 -0.2 0.1
C -0.347417 -0.306658 -1.106948 -0.3 -0.1 -0.2
C -0.357873 1.163560 -0.759059 0.0 0.1 0.1
C 1.009752 0.862810 -0.107493 0.3 0.3 0.1
N 0.968095 -0.597066 -0.491849 0.2 0.0 0.0
H -1.357092 -1.437578 2.041085 0.0 0.1 -0.3
H -0.407892 -2.207344 -0.107943 0.3 0.0 0.1
H -0.535062 -0.716464 -2.099141 -0.5 -0.1 0.4
H -1.188645 1.448465 -0.108243 0.2 0.1 -0.1
H -0.304287 1.844251 -1.612629 0.0 -0.2 0.2
H 1.127655 1.042013 0.956226 0.1 0.1 -0.2
H 1.827468 1.311243 -0.665562 0.0 0.0 0.0



14
Properties=species:S:1:pos:R:3:forces:R:3 method="wB97M-V/def2-TZVPD" lumo_energy_ev=1.06 homo_ev=-8.45 smiles=Cc1cc(N)co1 multiplicity=1 e_above_lowest_kj_mol=171.4
C 2.481218 -0.057235 -0.008515 -0.3 0.4 0.1
C 0.986870 0.266040 -0.004086 -0.5 -0.6 -0.1
C 0.009708 -0.675297 -0.121964 -0.4 -0.1 0.3
C -1.261362 -0.023981 0.052540 -0.2 0.6 0.4
N -2.594169 -0.512083 0.041794 0.5 0.1 -0.1
C -1.052929 1.304797 0.276943 2.3 -0.4 -1.7
O 0.446814 1.501059 0.185949 -2.1 -0.2 0.0
H 3.089033 0.642655 -0.593155 -0.3 0.0 0.1
H 2.634523 -1.065313 -0.437302 -0.3 0.5 0.2
H 2.896659 -0.084933 1.008474 -0.2 0.1 -0.2
H 0.165573 -1.732140 -0.277473 0.0 0.0 0.0
H -2.875988 -1.121775 0.787865 -0.1 -0.2 -0.3
H -3.118561 -0.492370 -0.816298 0.1 -0.3 0.2
H -1.807393 2.050577 -0.094767 1.5 -0.1 1.1



14
Properties=species:S:1:pos:R:3:forces:R:3 method="wB97M-V/def2-TZVPD" lumo_energy_ev=0.54 homo_ev=-8.94 multiplicity=1 e_above_lowest_kj_mol=498.1
N 1.793081 -1.873779 0.560271 -0.4 0.8 -0.1
C 1.042188 -0.887347 0.316665 0.0 0.3 0.0
O 1.481418 0.303004 -0.291804 -0.5 0.1 -1.0
C 0.469538 1.296995 -0.240307 -0.9 1.0 -0.9
C -0.747417 0.692759 0.265711 -0.4 0.5 -0.2
C -1.288414 -0.456164 -0.521840 -0.1 0.0 -0.2
C -0.411313 -0.757332 0.666990 -0.1 0.3 0.4
H 2.764187 -1.687840 0.302131 -0.2 0.0 -0.1
H -0.573524 2.148172 -0.984567 2.8 -1.5 -0.9
H 0.909851 2.222700 0.079315 0.1 -0.1 1.0
H -1.369661 1.643654 0.233815 -0.7 -1.4 1.9
H -0.951714 -0.648513 -1.538067 0.1 -0.1 0.2
H -2.345634 -0.652520 -0.350694 0.2 0.1 -0.1
H -0.772582 -1.343787 1.502380 0.1 0.1 -0.1